The following is a quantum chemistry calculation of a gas-phase ion, C21H47NO4P (charge +1) in a non-equilibrium geometry, from the OMol25 dataset.

## Properties
Kohn-Sham gap = 10.60 eV
SMILES = CCCCCCCCCCCCCCCCO[P@](=O)(O)OCC[N+](C)(C)C
2S+1 = 1
E = -41506.321 eV
Total charge = +1
ΔE to the lowest compared entry with this formula, charge and spin = 6.3 kcal per mole
Largest force on an atom = 1.21 eV/A

```
74
C21H47NO4P, DFT the ωB97M-V functional and the def2-TZVPD basis
C -1.9511 -1.7238 3.9217
C -1.8008 -2.6627 2.7285
C -3.1017 -2.8204 1.9363
C -3.4761 -1.6073 1.0723
C -3.0751 -1.7524 -0.3988
C -1.5641 -1.7480 -0.6143
C -1.1718 -1.7529 -2.0911
C 0.3416 -1.6248 -2.2845
C 1.0833 -2.9122 -1.9285
C 2.6075 -2.8220 -2.0694
C 3.3534 -2.3642 -0.8104
C 3.4373 -0.8508 -0.6097
C 4.2798 -0.5132 0.6231
C 4.8157 0.9183 0.6387
C 3.7551 2.0121 0.7794
C 2.9794 1.9569 2.0922
O 1.8639 1.0605 2.0339
P 0.4975 1.5960 1.4612
O 0.2248 3.0311 1.5654
O -0.5646 0.6472 2.1232
O 0.3925 1.1339 -0.1031
C 0.4224 2.1127 -1.1127
C -0.9143 2.2314 -1.8513
N -2.0337 2.9406 -1.1630
C -3.1133 3.1188 -2.1546
C -2.5611 2.1499 -0.0360
C -1.6148 4.2651 -0.6648
H -2.7052 -2.1077 4.6044
H -1.0139 -1.6453 4.4692
H -2.2551 -0.7268 3.6112
H -1.5022 -3.6459 3.0983
H -1.0051 -2.3060 2.0709
H -3.0266 -3.7006 1.2953
H -3.9037 -3.0137 2.6505
H -3.0181 -0.7058 1.4859
H -4.5587 -1.4698 1.1092
H -3.4923 -2.6806 -0.7937
H -3.5293 -0.9355 -0.9725
H -1.1431 -2.6322 -0.1396
H -1.1288 -0.8678 -0.1331
H -1.5218 -2.6746 -2.5593
H -1.6754 -0.9255 -2.6050
H 0.7070 -0.8033 -1.6679
H 0.5511 -1.3819 -3.3295
H 0.7167 -3.7011 -2.5892
H 0.8435 -3.2082 -0.9066
H 2.9751 -3.8195 -2.3174
H 2.8637 -2.1685 -2.9059
H 4.3762 -2.7441 -0.8709
H 2.8927 -2.8211 0.0683
H 3.8957 -0.4038 -1.4959
H 2.4378 -0.4311 -0.4936
H 5.1419 -1.1835 0.6475
H 3.6954 -0.6991 1.5253
H 5.5208 1.0186 1.4665
H 5.3703 1.0974 -0.2850
H 3.0443 1.9547 -0.0466
H 4.2539 2.9817 0.7248
H 3.6077 1.5863 2.9043
H 2.5993 2.9485 2.3521
H -0.2369 -0.2044 2.4201
H 0.7351 3.0721 -0.6933
H 1.1624 1.7916 -1.8548
H -1.2510 1.2182 -2.0852
H -0.7152 2.7614 -2.7853
H -2.7787 3.7536 -2.9734
H -3.9769 3.5870 -1.6858
H -3.4196 2.1556 -2.5595
H -2.8281 1.1477 -0.3654
H -3.4459 2.6361 0.3711
H -1.8214 2.0765 0.7559
H -2.4885 4.8223 -0.3329
H -1.1183 4.8262 -1.4540
H -0.9424 4.1521 0.1867
```

---

The following is a quantum chemistry calculation of a molecular structure, C21H48BCoF4N10 in a non-equilibrium geometry, from the OMol25 dataset.

## Properties
Kohn-Sham gap (spin up / spin down) = 7.81 / 7.80 eV
2S+1 = 1
E = -86623.001 eV
Total charge = +2
Largest force on an atom = 1.37 eV/A

```
85
C21H48BCoF4N10, DFT the ωB97M-V functional and the def2-TZVPD basis
Co -0.1455 0.0499 0.2699
C -3.7882 -0.4562 0.5378
N -3.3520 0.6222 1.4156
C -3.9347 0.6127 2.7590
C -2.5485 1.6157 0.9944
N -1.5744 1.3679 0.0892
C -1.2803 2.4263 -0.8812
C 0.1719 2.3553 -1.2388
N 0.5299 0.9266 -1.3845
C -0.1782 0.3138 -2.5176
C -0.2959 -1.1454 -2.2624
N -0.8538 -1.3421 -0.9248
C -1.6479 -2.4134 -0.8012
N -2.0099 -3.0306 0.3303
C -3.0913 -4.0267 0.3345
C -1.3625 -2.9013 1.6217
N -2.2155 -2.9683 -1.9316
C -1.6708 -4.2071 -2.4792
C -3.0868 -2.1768 -2.7911
C 1.9947 0.7113 -1.4996
C 2.5384 0.5162 -0.1326
N 1.7317 -0.5717 0.4255
C 2.3619 -1.4751 1.1954
N 1.9268 -2.7566 1.2659
C 2.0837 -3.5526 2.4838
C 1.5603 -3.5166 0.0743
N 3.4959 -1.1631 1.8437
C 4.5703 -2.1428 2.0348
C 3.7683 0.1445 2.4534
N -2.8036 2.8582 1.4363
C -1.7723 3.8637 1.7049
C -4.1709 3.3081 1.7289
H -3.7056 -1.4115 1.0532
H -3.1825 -0.4719 -0.3595
H -4.8362 -0.3139 0.2627
H -4.9823 0.9171 2.7577
H -3.3593 1.2561 3.4156
H -3.8786 -0.4051 3.1471
H -1.5046 3.4234 -0.5251
H -1.9047 2.2826 -1.7667
H 0.8060 2.7891 -0.4651
H 0.3605 2.8873 -2.1738
H 0.3531 0.5036 -3.4515
H -1.1661 0.7581 -2.5952
H 0.6847 -1.6314 -2.3219
H -0.9017 -1.5770 -3.0480
H -3.8121 -3.8213 -0.4478
H -3.5891 -3.9799 1.3022
H -2.6949 -5.0344 0.1988
H -0.4118 -2.4139 1.5353
H -1.1877 -3.8988 2.0266
H -1.9886 -2.3571 2.3261
H -1.0628 -4.7135 -1.7284
H -1.0444 -4.0150 -3.3577
H -2.4769 -4.8795 -2.7791
H -3.3977 -1.2686 -2.2756
H -3.9813 -2.7538 -3.0301
H -2.6169 -1.9001 -3.7429
H 2.4661 1.5430 -2.0258
H 2.1549 -0.1942 -2.0809
H 2.4430 1.4339 0.4449
H 3.5970 0.2655 -0.1741
H 2.2045 -2.8995 3.3447
H 2.9252 -4.2435 2.4260
H 1.1785 -4.1426 2.6299
H 1.3807 -2.8434 -0.7539
H 0.6643 -4.1078 0.2629
H 2.3657 -4.2069 -0.1901
H 4.4498 -2.9788 1.3537
H 4.6142 -2.5054 3.0611
H 5.5164 -1.6532 1.8087
H 2.9123 0.7939 2.3681
H 4.6405 0.6066 1.9885
H 3.9711 0.0013 3.5140
H -0.7840 3.4572 1.5340
H -1.8356 4.1627 2.7493
H -1.9329 4.7471 1.0834
H -4.8946 2.6605 1.2428
H -4.2900 4.3147 1.3288
H -4.3706 3.3430 2.8005
F 1.0678 0.2797 3.6509
B 0.0880 0.7798 2.8558
F -0.6090 -0.3170 2.1951
F 0.6495 1.4257 1.6417
F -0.8061 1.5955 3.4794
```

---

The following is a quantum chemistry calculation of a molecular structure, C21H48CrF6N10P, from the OMol25 dataset.

## Properties
Kohn-Sham gap (spin up / spin down) = 8.79 / 5.10 eV
2S+1 = 6
E = -91464.445 eV
Total charge = +2
Largest force on an atom = 0.47 eV/A

```
87
C21H48CrF6N10P, DFT the ωB97M-V functional and the def2-TZVPD basis
Cr 0.5749 0.5418 0.1926
C -2.9488 4.9068 0.1606
N -2.6438 3.4822 0.1033
C -3.7867 2.6051 0.2562
C -1.3820 3.0000 -0.0608
N -0.9622 1.9051 0.5756
C -1.5296 1.6214 1.8935
C -0.3708 1.3787 2.8381
N 0.4662 0.2737 2.3009
C -0.0707 -1.0447 2.7180
C -0.1775 -2.0972 1.6082
N -1.1128 -1.6684 0.6002
C -2.1974 -2.4418 0.3972
N -3.0649 -2.0266 -0.5471
C -2.7601 -1.0367 -1.5728
C -4.3787 -2.6496 -0.6692
N -2.4303 -3.6174 1.0485
C -2.6515 -3.6448 2.4932
C -2.7443 -4.8376 0.3072
C 1.8843 0.4103 2.7174
C 2.7281 -0.5789 1.9457
N 2.4736 -0.4019 0.5110
C 3.4500 -0.7975 -0.3081
N 4.2858 -1.8126 0.0342
C 5.6972 -1.8262 -0.3418
C 3.8051 -3.0427 0.6444
N 3.6779 -0.1310 -1.4592
C 3.6741 1.3332 -1.4593
C 4.0431 -0.8343 -2.6901
N -0.5562 3.6763 -0.8748
C 0.8869 3.6974 -0.7076
C -1.0314 4.4301 -2.0351
H -3.5143 5.1076 1.0721
H -3.5460 5.2281 -0.6946
H -2.0306 5.4847 0.1893
H -4.5067 2.7909 -0.5448
H -4.2912 2.7694 1.2118
H -3.4626 1.5724 0.2037
H -2.1816 0.7366 1.8690
H -2.1372 2.4446 2.2740
H -0.6849 1.1591 3.8624
H 0.2515 2.2736 2.8586
H -1.0517 -0.9004 3.1718
H 0.5769 -1.4670 3.4902
H -0.4248 -3.0604 2.0488
H 0.7914 -2.1794 1.1045
H -1.8610 -0.4966 -1.3411
H -3.6093 -0.3619 -1.6463
H -2.6433 -1.5528 -2.5267
H -4.6889 -3.0590 0.2867
H -4.3399 -3.4455 -1.4161
H -5.0786 -1.8921 -1.0113
H -2.5385 -2.6462 2.9114
H -1.9557 -4.3218 2.9920
H -3.6682 -3.9836 2.7037
H -2.5660 -4.6885 -0.7555
H -3.7769 -5.1579 0.4597
H -2.0807 -5.6336 0.6458
H 1.9795 0.2631 3.7983
H 2.1924 1.4307 2.4830
H 2.5104 -1.5915 2.3004
H 3.7816 -0.4001 2.1764
H 6.0164 -0.8251 -0.6195
H 5.9030 -2.5141 -1.1631
H 6.2744 -2.1502 0.5240
H 2.7352 -3.1520 0.4699
H 4.0086 -3.0918 1.7160
H 4.3052 -3.8839 0.1644
H 4.1614 1.7014 -0.5557
H 2.6839 1.7648 -1.5478
H 4.2538 1.6661 -2.3172
H 4.5032 -1.7909 -2.4752
H 4.7524 -0.2365 -3.2592
H 3.1617 -1.0008 -3.3066
H 1.1787 3.1014 0.1554
H 1.2180 4.7252 -0.5442
H 1.3716 3.3063 -1.6017
H -2.0866 4.2414 -2.1975
H -0.4839 4.0961 -2.9125
H -0.8699 5.5006 -1.8960
F 0.6835 0.8864 -1.7668
P 0.0673 0.7628 -3.4402
F 0.3191 2.3337 -3.5391
F 1.5696 0.4892 -3.8758
F -0.1206 -0.8097 -3.1245
F -1.3910 1.0469 -2.7965
F -0.5077 0.6379 -4.8884
```

---

The following is a quantum chemistry calculation of a molecular structure, C21H48N2O10PSSi in a non-equilibrium geometry, from the OMol25 dataset.

## Properties
Kohn-Sham gap = 7.29 eV
2S+1 = 1
E = -74009.155 eV
Total charge = -1
Largest force on an atom = 5.62 eV/A

```
84
C21H48N2O10PSSi, DFT the ωB97M-V functional and the def2-TZVPD basis
C 0.9569 2.6044 3.0826
C 1.5595 1.1042 3.0887
P 1.0568 0.1460 1.5502
C 1.1838 1.4033 0.1411
C -0.7587 -0.4916 1.7176
C -0.8833 -0.8006 3.2592
O -1.3021 0.0089 4.1103
O -0.4643 -1.9751 3.6289
O -0.6443 -1.8081 1.0890
S -0.9260 -1.4320 -0.5120
O 0.2054 -1.5257 -1.4369
O -1.8014 -2.5409 -0.9340
O -1.6656 0.0530 -0.4064
C -1.7957 0.4598 1.0200
Si -3.6810 0.2458 1.3141
C -4.5275 1.6957 0.3504
C -4.2368 0.4267 3.1251
C -4.4186 -1.3502 0.5697
H 1.4432 3.1642 2.2295
H -0.1508 2.5532 2.9126
H 1.2114 3.1733 4.0141
H 2.6826 1.2359 3.0222
H 1.3767 0.5577 4.0488
H 2.2309 1.7686 -0.0257
H 0.4596 2.2555 0.3278
H 0.8279 0.8903 -0.7876
H -1.4236 1.5020 1.2440
H -5.0731 1.3064 -0.5587
H -5.2081 2.3056 0.9957
H -3.7272 2.3855 -0.0468
H -4.4213 -0.5785 3.6025
H -3.5819 1.0833 3.7528
H -5.2470 0.9445 3.0905
H -5.5266 -1.1490 0.4548
H -4.2386 -2.2604 1.1951
H -4.0346 -1.4572 -0.4858
C 4.2476 3.3745 4.3413
O 4.5244 2.8760 3.0413
C 4.2760 3.8122 1.9941
C 5.5810 4.3355 1.4029
N 6.2772 5.2187 2.3330
C 7.6632 5.5110 1.9642
C 8.6413 4.3377 1.8161
O 8.9727 3.6850 3.0320
C 8.0091 2.7549 3.4947
H 4.2404 2.5348 5.0350
H 5.0189 4.0778 4.6667
H 3.2653 3.8523 4.3784
H 3.6239 4.6300 2.3241
H 3.7404 3.2626 1.2140
H 5.3603 4.8827 0.4802
H 6.1870 3.4615 1.1429
H 6.2794 4.7979 3.2531
H 8.0582 6.1719 2.7415
H 7.6612 6.0876 1.0335
H 9.5827 4.7533 1.4434
H 8.3212 3.6076 1.0641
H 7.5172 2.2251 2.6748
H 7.2703 3.2520 4.1273
H 8.5164 2.0194 4.1214
C -3.7385 -4.6866 -7.6410
O -4.2839 -5.6790 -6.7912
C -3.3150 -6.3572 -5.9911
C -3.4072 -5.9306 -4.5295
N -2.9381 -4.5641 -4.3375
C -3.2770 -3.9848 -3.0313
C -4.7570 -3.8935 -2.6409
O -5.5158 -2.9541 -3.3947
C -5.9343 -3.4068 -4.6658
H -4.5050 -4.3996 -8.3602
H -3.4499 -3.7955 -7.0788
H -2.8774 -5.0725 -8.1955
H -2.2999 -6.2282 -6.3864
H -3.5574 -7.4228 -6.0545
H -2.8008 -6.6101 -3.9212
H -4.4540 -6.0468 -4.2278
H -3.3350 -3.9724 -5.0557
H -2.8730 -2.9718 -3.0274
H -2.7414 -4.5368 -2.2554
H -4.7905 -3.5331 -1.6090
H -5.2579 -4.8694 -2.6310
H -6.1764 -4.4734 -4.6671
H -5.1751 -3.1855 -5.4204
H -6.8313 -2.8520 -4.9494
```

---

The following is a quantum chemistry calculation of 12 unconnected molecules or ions with the total composition C21H49ClO13 in a non-equilibrium geometry, from the OMol25 dataset.

## Properties
Kohn-Sham gap = 7.89 eV
SMILES = O=C1C=CC(=O)c2c(Cl)cccc21.CO.CO.CO.CO.CO.CO.CO.CO.CO.CO.CO
2S+1 = 1
E = -61700.716 eV
Total charge = 0
Largest force on an atom = 4.64 eV/A

```
84
C21H49ClO13, DFT the ωB97M-V functional and the def2-TZVPD basis
O 1.5858 -2.6944 -1.0373
C 1.5675 -1.5676 -0.4636
C 2.7866 -0.9973 0.4028
C 2.9976 0.3903 0.6455
C 1.9624 1.3966 -0.0425
O 2.3998 2.5187 -0.3939
C 0.4410 0.9310 -0.3022
C -0.7164 1.9506 -0.3169
Cl -0.4528 3.7443 -0.0192
C -2.1580 1.4102 -0.6287
C -2.3600 -0.1421 -0.9137
C -1.1549 -1.1339 -0.8440
C 0.2675 -0.6176 -0.5424
H 3.5160 -1.7458 0.8478
H 3.8849 0.7383 1.2599
H -3.0085 2.1710 -0.6437
H -3.4061 -0.5485 -1.1610
H -1.3355 -2.2403 -1.0498
C -4.5002 4.7819 -1.4330
O -4.2376 3.9145 -0.3372
H -4.0863 4.3400 -2.3394
H -5.5792 4.9070 -1.5524
H -4.0287 5.7516 -1.2560
H -4.6129 4.3268 0.4507
C 7.0651 1.4966 0.5855
O 5.9439 0.6892 0.2554
H 7.0523 1.6952 1.6576
H 7.9876 0.9708 0.3268
H 7.0105 2.4433 0.0422
H 5.9784 0.5284 -0.6961
C -0.8557 -5.2368 -1.8393
O -1.7493 -4.4639 -1.0552
H -0.5808 -4.6654 -2.7263
H 0.0444 -5.4601 -1.2607
H -1.3428 -6.1665 -2.1448
H -1.9766 -4.9933 -0.2750
C 4.3373 1.0324 4.1055
O 3.9758 -0.3359 3.9789
H 5.1143 1.2619 3.3751
H 3.4641 1.6612 3.9145
H 4.7201 1.2209 5.1105
H 3.2892 -0.5103 4.6344
C -5.0800 3.8765 -5.4430
O -4.4721 5.0481 -4.9105
H -5.5729 3.3365 -4.6337
H -5.8209 4.1573 -6.1959
H -4.3153 3.2365 -5.8910
H -4.0442 5.5055 -5.6449
C -2.5035 1.3089 -4.1097
O -3.8088 0.7473 -4.0958
H -2.5364 2.2870 -3.6287
H -1.8189 0.6595 -3.5593
H -2.1723 1.4269 -5.1450
H -3.7527 -0.1152 -4.5260
C -0.8383 -4.9326 2.6270
O -0.8524 -5.5780 1.3602
H -1.8646 -4.8254 2.9794
H -0.2723 -5.5356 3.3393
H -0.3837 -3.9434 2.5296
H 0.0656 -5.6598 1.0723
C 3.1141 -5.3162 3.4498
O 2.0183 -5.9620 4.0872
H 2.8986 -4.2502 3.3744
H 4.0216 -5.4603 4.0408
H 3.2524 -5.7288 2.4476
H 2.2342 -6.9025 4.1411
C -6.8968 5.6648 -8.8877
O -6.8964 5.3147 -7.5109
H -6.7337 4.7638 -9.4795
H -7.8607 6.1038 -9.1566
H -6.0933 6.3784 -9.0872
H -7.0425 6.1275 -7.0099
C 4.6021 4.8293 3.8784
O 4.8674 3.9644 4.9741
H 5.0115 4.3837 2.9714
H 3.5230 4.9576 3.7622
H 5.0766 5.7988 4.0504
H 4.4958 4.3806 5.7619
C 1.0919 -7.4481 7.1208
O 1.4144 -6.0691 7.0565
H 0.7976 -7.6936 8.1416
H 0.2611 -7.6652 6.4436
H 1.9655 -8.0453 6.8437
H 1.6712 -5.8787 6.1429
```

---

Please write out number 2 again, unchanged.
The following is a quantum chemistry calculation of a molecular structure, C21H48BCoF4N10 in a non-equilibrium geometry, from the OMol25 dataset.

## Properties
Kohn-Sham gap (spin up / spin down) = 7.81 / 7.80 eV
2S+1 = 1
E = -86623.001 eV
Total charge = +2
Largest force on an atom = 1.37 eV/A

```
85
C21H48BCoF4N10, DFT the ωB97M-V functional and the def2-TZVPD basis
Co -0.1455 0.0499 0.2699
C -3.7882 -0.4562 0.5378
N -3.3520 0.6222 1.4156
C -3.9347 0.6127 2.7590
C -2.5485 1.6157 0.9944
N -1.5744 1.3679 0.0892
C -1.2803 2.4263 -0.8812
C 0.1719 2.3553 -1.2388
N 0.5299 0.9266 -1.3845
C -0.1782 0.3138 -2.5176
C -0.2959 -1.1454 -2.2624
N -0.8538 -1.3421 -0.9248
C -1.6479 -2.4134 -0.8012
N -2.0099 -3.0306 0.3303
C -3.0913 -4.0267 0.3345
C -1.3625 -2.9013 1.6217
N -2.2155 -2.9683 -1.9316
C -1.6708 -4.2071 -2.4792
C -3.0868 -2.1768 -2.7911
C 1.9947 0.7113 -1.4996
C 2.5384 0.5162 -0.1326
N 1.7317 -0.5717 0.4255
C 2.3619 -1.4751 1.1954
N 1.9268 -2.7566 1.2659
C 2.0837 -3.5526 2.4838
C 1.5603 -3.5166 0.0743
N 3.4959 -1.1631 1.8437
C 4.5703 -2.1428 2.0348
C 3.7683 0.1445 2.4534
N -2.8036 2.8582 1.4363
C -1.7723 3.8637 1.7049
C -4.1709 3.3081 1.7289
H -3.7056 -1.4115 1.0532
H -3.1825 -0.4719 -0.3595
H -4.8362 -0.3139 0.2627
H -4.9823 0.9171 2.7577
H -3.3593 1.2561 3.4156
H -3.8786 -0.4051 3.1471
H -1.5046 3.4234 -0.5251
H -1.9047 2.2826 -1.7667
H 0.8060 2.7891 -0.4651
H 0.3605 2.8873 -2.1738
H 0.3531 0.5036 -3.4515
H -1.1661 0.7581 -2.5952
H 0.6847 -1.6314 -2.3219
H -0.9017 -1.5770 -3.0480
H -3.8121 -3.8213 -0.4478
H -3.5891 -3.9799 1.3022
H -2.6949 -5.0344 0.1988
H -0.4118 -2.4139 1.5353
H -1.1877 -3.8988 2.0266
H -1.9886 -2.3571 2.3261
H -1.0628 -4.7135 -1.7284
H -1.0444 -4.0150 -3.3577
H -2.4769 -4.8795 -2.7791
H -3.3977 -1.2686 -2.2756
H -3.9813 -2.7538 -3.0301
H -2.6169 -1.9001 -3.7429
H 2.4661 1.5430 -2.0258
H 2.1549 -0.1942 -2.0809
H 2.4430 1.4339 0.4449
H 3.5970 0.2655 -0.1741
H 2.2045 -2.8995 3.3447
H 2.9252 -4.2435 2.4260
H 1.1785 -4.1426 2.6299
H 1.3807 -2.8434 -0.7539
H 0.6643 -4.1078 0.2629
H 2.3657 -4.2069 -0.1901
H 4.4498 -2.9788 1.3537
H 4.6142 -2.5054 3.0611
H 5.5164 -1.6532 1.8087
H 2.9123 0.7939 2.3681
H 4.6405 0.6066 1.9885
H 3.9711 0.0013 3.5140
H -0.7840 3.4572 1.5340
H -1.8356 4.1627 2.7493
H -1.9329 4.7471 1.0834
H -4.8946 2.6605 1.2428
H -4.2900 4.3147 1.3288
H -4.3706 3.3430 2.8005
F 1.0678 0.2797 3.6509
B 0.0880 0.7798 2.8558
F -0.6090 -0.3170 2.1951
F 0.6495 1.4257 1.6417
F -0.8061 1.5955 3.4794
```